No. 1
Here is one molecule with the formula C2H5N3Si from OMol25. Energies are from wB97M-V/def2-TZVPD.

Each line ends with the Löwdin charge.
Element x y z (Å)
C 0.843154 1.072775 0.031920  -0.3280
C -1.528273 0.806990 -0.081131  -0.3428
N -0.368706 1.539003 -0.002431  0.0355
N 1.416112 -0.139181 -0.203999  -0.0600
N -1.635302 -0.474603 -0.070214  -0.0831
Si -0.060867 -1.357529 -0.002860  0.6401
H 1.544495 1.775909 0.235506  0.0767
H -2.385382 1.356071 -0.241183  0.0707
H -0.115723 -2.311601 -1.133976  -0.0608
H -0.115664 -1.953786 1.332981  -0.0642
H 2.406154 -0.314050 0.135382  0.1159

Force components x, y, z for each atom (eV/Å):
-1.1 -0.7 -0.5
2.0 -2.6 -0.6
0.6 0.5 0.3
-2.0 -2.4 0.9
1.9 -0.1 0.0
-0.7 1.1 -0.5
2.1 2.4 0.6
-1.9 1.5 0.0
0.4 0.0 0.3
0.6 -0.3 0.1
-1.9 0.6 -0.7

Its SMILES is C1=NC=N[SiH2]N1. As for the LUMO energy: 0.54 eV. The value obtained for the HOMO energy is -9.216 eV. The charge is 0. The value obtained for the energy relative to the best compared isomer or geometry (same formula, charge and spin) is 0.0 kJ/mol. The total energy is -14502.4696 eV. For the frontier orbital gap, the calculation gives 9.8 eV.



No. 2
Here is a 2-piece molecular cluster, C2H5N4O overall from OMol25. Energies are from wB97M-V/def2-TZVPD.

Each line ends with the Löwdin charge.
Element x y z (Å)
C 1.687966 0.359594 0.069110  -0.0458
C -1.908115 -0.468878 0.063456  -0.3193
N 2.697364 -0.415758 -0.031073  0.2351
N -1.225364 -1.415124 -0.096720  0.2194
N 0.613053 0.815871 0.172489  0.0741
N -2.247300 0.661564 -0.195977  0.1567
O -0.173488 1.836012 0.221335  0.0516
H 2.875479 -0.700673 -0.976363  0.1507
H 3.056041 -0.873698 0.741073  0.1197
H -0.992814 -2.310470 0.445773  0.1555
H -3.159354 0.943699 -0.506119  0.1323
H -1.223470 1.567863 0.093011  0.0700

Force components x, y, z for each atom (eV/Å):
-2.5 1.0 0.8
0.4 -0.8 -1.2
-0.5 0.7 -2.0
1.4 -4.7 1.6
0.7 0.0 -0.4
-1.9 2.9 0.5
0.9 1.3 0.4
0.7 -0.5 -0.2
1.1 -1.1 1.7
-0.8 2.2 -1.0
-0.4 -0.2 0.0
0.8 -1.0 -0.1

As for the LUMO energy: -3.66 eV. The value obtained for the HOMO energy is -14.615 eV. The charge is +1. The value obtained for the energy relative to the best compared isomer or geometry (same formula, charge and spin) is 427.2 kJ/mol. The total energy is -10151.8078 eV. For the frontier orbital gap, the calculation gives 11.0 eV.



No. 3
Here is one molecule with the formula C2H5N5 from OMol25. Energies are from wB97M-V/def2-TZVPD.

Each line ends with the Löwdin charge.
Element x y z (Å)
C 1.653832 -0.640177 -0.196364  -0.1448
C 0.082459 0.892941 -0.037081  -0.4832
H -1.825848 -1.458924 -0.712602  0.0609
H -2.136527 -0.814679 0.959308  0.1485
H 2.526083 -1.232806 -0.271257  0.0902
H 2.150342 1.518161 0.185918  0.1662
H -1.681436 1.593941 0.053948  0.0979
N -1.724996 -0.727708 -0.060317  0.0676
N -0.376635 -0.443783 0.212324  -0.2501
N 0.508474 -1.305853 -0.101845  0.0445
N 1.463531 0.720916 0.207839  0.1073
N -0.639280 1.897970 -0.239866  0.0950

Force components x, y, z for each atom (eV/Å):
-2.0 -0.8 1.4
-0.4 -0.8 1.8
-0.2 -1.2 -0.3
0.4 -0.7 -3.3
1.0 0.3 -0.1
-1.2 -1.5 -0.4
2.9 0.8 -1.5
-0.4 2.0 4.4
-3.0 3.0 -0.4
5.0 -1.4 -1.1
0.3 0.0 -1.7
-2.5 0.2 1.3

Its SMILES is [H]/N=c1/[nH]cnn1N. As for the LUMO energy: 0.95 eV. The value obtained for the HOMO energy is -7.962 eV. The charge is 0. The value obtained for the energy relative to the best compared isomer or geometry (same formula, charge and spin) is 318.1 kJ/mol. The total energy is -9602.7243 eV. For the frontier orbital gap, the calculation gives 8.9 eV.



no.,molar mass (g/mol)
1,99.2
2,101.1
3,99.1